Entry from OMol25: C31H37BHfN8S2 as an isolated structure (ωB97M-V with the def2-TZVPD basis set).

The geometry in XYZ format:
```
80
Properties=species:S:1:pos:R:3
Hf 0.225 -0.861 -0.244
C -2.071 1.301 1.620
N -2.019 -0.106 1.189
C -3.170 -0.346 0.283
C -3.072 0.412 -1.019
N -1.915 -0.014 -1.838
C -1.408 1.151 -2.606
C -2.280 -1.029 -2.827
C -3.485 -0.989 -3.523
C -3.787 -1.936 -4.485
C -2.866 -2.932 -4.781
C -1.645 -2.945 -4.139
C -1.329 -1.987 -3.173
S 0.300 -1.961 -2.520
C -2.179 -1.026 2.309
C -2.703 -0.641 3.537
C -2.826 -1.563 4.568
C -2.440 -2.877 4.368
C -1.931 -3.269 3.141
C -1.792 -2.355 2.101
S -1.146 -2.872 0.553
H -3.060 1.557 2.015
H -1.845 1.945 0.779
H -1.312 1.491 2.375
H -4.089 -0.039 0.801
H -3.233 -1.415 0.079
H -3.017 1.489 -0.862
H -4.010 0.231 -1.539
H -2.181 1.529 -3.284
H -0.554 0.828 -3.199
H -1.080 1.927 -1.920
H -4.203 -0.203 -3.335
H -4.736 -1.892 -5.004
H -3.094 -3.686 -5.522
H -0.904 -3.695 -4.382
H -3.004 0.380 3.712
H -3.223 -1.247 5.524
H -2.526 -3.601 5.168
H -1.619 -4.292 2.979
C 3.732 1.146 -2.314
C 2.449 0.603 -2.285
N 2.275 -0.121 -1.183
N 3.429 -0.067 -0.496
C 4.321 0.686 -1.152
B 3.598 -0.946 0.753
N 2.673 -0.458 1.878
C 3.028 0.075 3.051
C 1.888 0.295 3.797
C 0.856 -0.144 2.977
N 1.330 -0.591 1.813
N 3.147 -2.358 0.377
C 3.845 -3.501 0.367
C 3.023 -4.509 -0.092
C 1.811 -3.874 -0.352
N 1.891 -2.574 -0.071
H 4.173 1.760 -3.077
H 1.652 0.693 -3.000
H 5.313 0.813 -0.755
H 4.733 -0.930 1.126
H 4.069 0.232 3.273
H 1.817 0.689 4.794
H -0.196 -0.176 3.187
H 4.871 -3.507 0.691
H 3.262 -5.548 -0.222
H 0.892 -4.284 -0.730
C 0.042 4.780 0.795
C 1.091 3.948 0.049
C 1.230 4.461 -1.391
C 2.445 4.056 0.764
C 0.686 2.536 0.020
C 0.372 1.363 -0.012
H 0.341 5.830 0.818
H -0.067 4.431 1.823
H -0.930 4.711 0.305
H 1.552 5.505 -1.390
H 0.278 4.397 -1.919
H 1.967 3.870 -1.935
H 2.766 5.099 0.802
H 3.201 3.474 0.234
H 2.372 3.673 1.782
```

gap between HOMO and LUMO: 8.202 eV
E_tot: -2510.96048 a.u.
HOMO level: -7.6 eV
relative energy (zero: lowest compared OMol25 entry of this formula, charge and spin): 0.0 kJ/mol

These are the Löwdin partial charges, in e, on atoms 1 to 8: atom 1 (Hf): 1.281, atom 2 (C): -0.099, atom 3 (N): -0.197, atom 4 (C): -0.182, atom 5 (C): -0.170, atom 6 (N): -0.184, atom 7 (C): -0.073, atom 8 (C): -0.280

---

Entry from OMol25: one molecule with the formula C7H11N at a distorted geometry (ωB97M-V with the def2-TZVPD basis set).

The geometry in XYZ format:
```
19
Properties=species:S:1:pos:R:3
C -1.772 2.545 0.736
N -0.750 2.027 0.466
C -0.221 -1.581 -0.093
C -0.685 -0.658 -1.211
C -0.097 -0.833 1.211
C 0.221 0.598 -1.277
C 0.929 0.277 1.103
C 0.465 1.295 0.073
H -0.928 -2.399 -0.036
H 0.782 -2.017 -0.371
H -0.600 -1.157 -2.206
H -1.718 -0.328 -1.012
H -1.044 -0.448 1.463
H 0.225 -1.496 2.017
H -0.259 1.281 -1.966
H 1.177 0.350 -1.717
H 1.107 0.697 2.094
H 1.854 -0.137 0.753
H 1.313 1.986 -0.027
```

gap between HOMO and LUMO: 11.723 eV
E_tot: -328.04797 a.u.
HOMO level: -10.8 eV
relative energy (zero: lowest compared OMol25 entry of this formula, charge and spin): 105.0 kJ/mol

These are the natural (NBO) partial charges, in e, on atoms 1 to 8: atom 1 (C): 0.280, atom 2 (N): -0.544, atom 3 (C): -0.396, atom 4 (C): -0.398, atom 5 (C): -0.407, atom 6 (C): -0.401, atom 7 (C): -0.396, atom 8 (C): -0.056

---

Entry from OMol25: an isolated ion of composition C2H2BrO2S and charge -1 at a distorted geometry (ωB97M-V with the def2-TZVPD basis set).

The geometry in XYZ format:
```
8
Properties=species:S:1:pos:R:3
O 1.306 0.526 1.104
C 0.093 0.441 1.022
O -0.823 0.662 1.868
C -0.465 -0.368 -0.370
S 0.869 -0.832 -1.457
Br -1.670 0.981 -1.270
H -1.234 -1.106 -0.105
H 1.924 -0.303 -0.793
```

SMILES: O=C([O-])[C@H](S)Br
gap between HOMO and LUMO: 8.064 eV
E_tot: -3200.16093 a.u.
total charge: -1
HOMO level: -4.7 eV
relative energy (zero: lowest compared OMol25 entry of this formula, charge and spin): 51.6 kJ/mol

Per-atom natural (NBO) charges, elementary charge units: atom 1 (O): -0.735, atom 2 (C): 0.787, atom 3 (O): -0.757, atom 4 (C): -0.513, atom 5 (S): -0.071, atom 6 (Br): -0.119, atom 7 (H): 0.227, atom 8 (H): 0.180

---

Entry from OMol25: C39H42N4O2Zr as an isolated structure at a distorted geometry (ωB97M-V with the def2-TZVPD basis set).

The geometry in XYZ format:
```
88
Properties=species:S:1:pos:R:3
Zr 0.062 0.113 0.150
O 0.625 -0.766 1.714
C -0.266 -1.307 2.686
C -1.646 -0.540 2.626
C -1.479 0.953 2.592
C -1.784 1.758 3.671
C -1.563 3.124 3.567
C -1.000 3.648 2.414
C -0.690 2.797 1.368
C 0.055 3.237 0.131
C 1.537 2.667 0.123
O 1.468 1.288 -0.246
C 2.384 3.337 -0.968
C 3.727 3.631 -0.764
C 4.515 4.088 -1.812
C 3.972 4.259 -3.075
C 2.629 3.981 -3.285
C 1.845 3.518 -2.240
C 2.219 2.860 1.474
C 3.033 1.861 1.994
C 3.791 2.096 3.134
C 3.711 3.314 3.787
C 2.895 4.314 3.276
C 2.180 4.099 2.110
N -0.980 1.479 1.449
C 0.298 -1.146 4.102
C 0.156 -2.149 5.057
C 0.644 -1.963 6.342
C 1.276 -0.779 6.684
C 1.411 0.227 5.739
C 0.922 0.044 4.455
C -0.483 -2.798 2.408
C 0.645 -3.574 2.125
C 0.526 -4.936 1.888
C -0.718 -5.550 1.954
C -1.836 -4.796 2.269
C -1.721 -3.428 2.494
H -2.213 -0.819 3.510
H -2.202 -0.865 1.736
H -2.196 1.328 4.573
H -1.809 3.775 4.397
H -0.809 4.707 2.331
H 0.083 4.322 0.060
H -0.436 2.855 -0.768
H 4.166 3.510 0.217
H 5.560 4.304 -1.632
H 4.589 4.611 -3.891
H 2.186 4.133 -4.261
H 0.793 3.319 -2.424
H 3.108 0.912 1.484
H 4.446 1.319 3.508
H 4.304 3.502 4.673
H 2.838 5.276 3.770
H 1.642 4.926 1.664
H -0.328 -3.084 4.807
H 0.533 -2.749 7.077
H 1.666 -0.639 7.684
H 1.902 1.155 6.001
H 1.036 0.821 3.714
H 1.622 -3.105 2.123
H 1.410 -5.525 1.678
H -0.810 -6.615 1.785
H -2.807 -5.268 2.353
H -2.616 -2.881 2.760
C -2.128 0.900 -2.004
C -0.918 0.798 -2.963
N 0.235 0.159 -2.302
C 0.637 -1.160 -2.837
C 1.014 -2.072 -1.674
N -0.028 -1.995 -0.629
C -1.349 -2.557 -0.966
C -2.308 -1.495 -1.523
N -2.048 -0.141 -0.950
H -3.053 0.804 -2.577
H -2.160 1.873 -1.512
H -0.661 1.799 -3.309
H -1.199 0.240 -3.855
H 1.041 0.776 -2.335
H 1.474 -1.085 -3.531
H -0.192 -1.602 -3.389
H 1.953 -1.727 -1.226
H 1.158 -3.094 -2.028
H 0.318 -2.505 0.182
H -1.760 -2.974 -0.050
H -1.265 -3.374 -1.686
H -3.334 -1.805 -1.325
H -2.209 -1.428 -2.604
H -2.778 0.071 -0.276
```

gap between HOMO and LUMO: 7.941 eV
E_tot: -1927.58489 a.u.
total charge: +2
HOMO level: -13.7 eV
relative energy (zero: lowest compared OMol25 entry of this formula, charge and spin): 87.4 kJ/mol

These are the Löwdin partial charges, in e, on atoms 1 to 8: atom 1 (Zr): 1.804, atom 2 (O): -0.305, atom 3 (C): -0.398, atom 4 (C): -0.040, atom 5 (C): -0.240, atom 6 (C): 0.025, atom 7 (C): 0.025, atom 8 (C): 0.021

---

Entry from OMol25: C41H35O2OsP2S6 as an isolated structure at a distorted geometry (ωB97M-V with the def2-TZVPD basis set).

The geometry in XYZ format:
```
87
Properties=species:S:1:pos:R:3
Os 0.428 -0.208 0.237
O -0.342 -1.594 2.900
S -0.934 -1.339 1.560
C -1.523 -2.892 0.969
C -2.167 -3.860 1.764
C -2.802 -4.948 1.078
C -2.636 -5.093 -0.349
C -2.045 -4.073 -1.064
C -1.516 -2.914 -0.419
P -0.533 -1.669 -1.454
C 0.254 -2.765 -2.587
C -0.146 -3.034 -3.904
C 0.290 -4.179 -4.515
C 1.276 -4.955 -3.902
C 1.804 -4.549 -2.688
C 1.395 -3.394 -2.042
C -1.615 -0.567 -2.319
C -2.988 -0.496 -1.953
C -3.781 0.485 -2.559
C -3.277 1.321 -3.533
C -1.885 1.213 -3.887
C -1.057 0.302 -3.228
C -2.399 -0.359 1.948
C -3.654 -0.873 2.120
C -4.686 0.049 2.404
C -4.427 1.443 2.442
C -3.173 1.942 2.235
C -2.164 1.045 1.924
P -0.435 1.604 1.337
C 0.538 2.312 2.738
C 0.478 3.614 3.186
C 0.949 3.980 4.432
C 1.672 3.088 5.198
C 1.665 1.734 4.748
C 1.197 1.335 3.548
C -0.636 3.016 0.223
C -1.817 3.130 -0.562
C -1.946 4.134 -1.480
C -0.918 5.071 -1.724
C 0.158 5.022 -0.900
C 0.374 3.983 0.014
H -2.215 -3.807 2.817
H -3.344 -5.757 1.600
H -3.161 -5.847 -0.876
H -1.790 -4.116 -2.168
H -0.929 -2.478 -4.466
H -0.074 -4.452 -5.471
H 1.575 -5.800 -4.505
H 2.646 -5.125 -2.292
H 1.869 -3.118 -1.157
H -3.331 -1.180 -1.252
H -4.778 0.534 -2.228
H -3.967 1.908 -4.191
H -1.480 1.832 -4.707
H -0.040 0.180 -3.618
H -3.815 -1.953 2.024
H -5.717 -0.243 2.562
H -5.305 2.055 2.567
H -3.067 3.039 2.107
H -0.163 4.368 2.680
H 0.867 5.069 4.809
H 1.969 3.284 6.178
H 2.011 1.025 5.470
H 1.133 0.294 3.229
H -2.602 2.477 -0.390
H -2.893 4.312 -1.949
H -1.024 5.820 -2.529
H 0.962 5.713 -1.086
H 1.357 3.900 0.555
C 3.241 -1.683 1.431
O 1.873 -1.644 1.410
H 3.661 -2.401 2.101
H 3.598 -0.698 1.644
H 3.617 -2.163 0.499
H 1.373 -1.575 2.336
C 6.037 2.651 0.989
S 4.391 2.468 0.405
C 4.538 1.154 -0.740
C 3.316 0.415 -1.252
S 1.893 1.353 -1.111
S 3.827 -0.976 -1.944
C 5.401 -1.151 -1.687
S 6.314 -2.364 -2.214
S 5.991 0.318 -0.830
H 6.002 3.531 1.528
H 6.820 3.036 0.286
H 6.439 1.729 1.500
```

2S+1: 5
gap between HOMO and LUMO (spin up / spin down): 7.347 / 5.213 eV
E_tot: -4895.23104 a.u.
total charge: +3
HOMO level (spin up / spin down): -15.6 / -16.3 eV
relative energy (zero: lowest compared OMol25 entry of this formula, charge and spin): 350.4 kJ/mol

These are the Löwdin partial charges, in e, on atoms 1 to 8: atom 1 (Os): 0.883, atom 2 (O): -0.389, atom 3 (S): 0.758, atom 4 (C): -0.365, atom 5 (C): -0.019, atom 6 (C): 0.029, atom 7 (C): -0.002, atom 8 (C): -0.037

---

Entry from OMol25: a 2-piece molecular cluster, C4H5N3 overall at a distorted geometry (ωB97M-V with the def2-TZVPD basis set).

The geometry in XYZ format:
```
12
Properties=species:S:1:pos:R:3
N 2.722 0.754 1.250
C 2.773 -0.426 1.180
C 0.265 -0.360 -0.640
C -1.122 -0.846 -0.829
N -1.961 0.007 -0.001
C -1.159 0.850 0.529
N 0.184 0.677 0.151
H 1.174 -0.688 -1.120
H -1.425 -0.807 -1.887
H -1.227 -1.896 -0.516
H -1.445 1.638 1.216
H 1.220 1.097 0.667
```

gap between HOMO and LUMO: 7.967 eV
E_tot: -319.58031 a.u.
HOMO level: -9.3 eV
relative energy (zero: lowest compared OMol25 entry of this formula, charge and spin): 346.3 kJ/mol

These are the natural (NBO) partial charges, in e, on atoms 1 to 8: atom 1 (N): -0.785, atom 2 (C): -0.021, atom 3 (C): 0.252, atom 4 (C): -0.372, atom 5 (N): -0.346, atom 6 (C): 0.227, atom 7 (N): -0.500, atom 8 (H): 0.266